P.
A cluster of 2 separate species, C3H2BrClF2 in total. Source: the OMol25 dataset; level of theory: wB97M-V/def2-TZVPD.

CARTESIAN COORDINATES (ANGSTROEM)
C -1.3345 0.6262 -1.6139
C -1.3499 1.4124 -0.7484
C 1.0789 -0.8234 0.8347
F 0.0465 -0.4879 1.6245
F 1.9719 -1.5441 1.5521
Cl 0.4521 -1.6692 -0.5637
Br -1.3368 2.2761 0.8841
H 1.7114 0.1209 0.6385
H -1.2396 0.0889 -2.6080

Calculated values
2S+1	1
structure (SMILES)	FC(F)Cl.C#CBr
frontier orbital gap	10.68	eV

=====

Q.
A cluster of 2 separate species, C3H2BrClF2 in total. Source: the OMol25 dataset; level of theory: wB97M-V/def2-TZVPD.

CARTESIAN COORDINATES (ANGSTROEM)
C 1.7769 1.1343 -2.3558
C 1.3502 1.3901 -1.1860
C 1.0704 2.4402 -2.0837
F 1.1533 1.0265 0.0530
F -0.4250 2.4508 1.9723
Cl 1.9124 3.9329 -2.1774
Br -0.8326 2.6107 -2.7805
H -0.6847 2.5177 1.0912
H 2.3889 0.4322 -2.9405

Calculated values
2S+1	1
structure (SMILES)	FC1=C[C@@]1(Cl)Br.F
frontier orbital gap	10.84	eV

=====

R.
A cluster of 2 separate species, C3H2BrClF2 in total. Source: the OMol25 dataset; level of theory: wB97M-V/def2-TZVPD.

CARTESIAN COORDINATES (ANGSTROEM)
C 0.7827 0.0942 0.5499
C 0.3016 0.2140 -0.8732
C -0.5659 0.5795 0.2888
F 0.7228 1.0115 -1.8519
F 0.0554 -0.9572 -1.4623
Cl -1.4881 -2.3246 0.6875
Br -1.9116 1.5700 0.9597
H 0.5434 -0.9419 0.7557
H 1.5599 0.7546 0.9459

Calculated values
2S+1	1
frontier orbital gap (spin up / spin down)	5.88 / 5.84	eV

=====

Least stable of them? R.

=====

P.
The molecule C2H4FNO2. Source: the OMol25 dataset; level of theory: wB97M-V/def2-TZVPD.

CARTESIAN COORDINATES (ANGSTROEM)
C 0.3903 -0.8255 -0.7110
C -0.4546 0.2917 -0.2105
N -0.0184 0.8367 1.2249
O 1.0970 1.1983 1.2046
O -0.8531 0.8796 2.0421
F -1.7611 -0.1031 0.0508
H 0.8158 -1.5467 -0.1148
H 1.2914 -0.5832 -1.1467
H -0.1448 -1.3646 -1.4949
H -0.3624 1.2169 -0.8445

Calculated values
2S+1	1
structure (SMILES)	C[C@@H](F)[N+](=O)[O-]
frontier orbital gap	11.62	eV

=====

Q.
A structure of composition C2H4FNO2. Source: the OMol25 dataset; level of theory: wB97M-V/def2-TZVPD.

CARTESIAN COORDINATES (ANGSTROEM)
C 0.9609 -0.0582 -1.2970
C -0.6562 1.0872 1.3187
N 0.2701 -0.0977 -2.2045
O -0.0695 -0.2989 -3.2775
O -1.1658 0.8444 0.2184
F -0.6863 -0.0529 2.3608
H 1.1549 -0.3541 -0.2933
H -1.8355 0.5620 -0.7916
H -1.0209 2.0693 1.8474
H 0.3776 1.1614 1.2488

Calculated values
2S+1	1
frontier orbital gap	9.24	eV

=====

Least stable of them? Q.

=====

P.
A cluster of 18 separate species, H36O18 in total. Source: the OMol25 dataset; level of theory: wB97M-V/def2-TZVPD.

CARTESIAN COORDINATES (ANGSTROEM)
O 1.3358 5.5670 -1.1653
H 1.9605 5.2124 -0.4864
H 0.6832 5.0852 -0.6171
O 4.3156 -4.8375 -0.9882
H 3.5639 -4.6017 -1.5505
H 4.7915 -4.0481 -1.3473
O 2.0645 -4.7482 -3.1352
H 1.8655 -3.9497 -3.7216
H 1.3880 -5.3207 -3.4993
O -0.2066 0.6472 -0.7474
H -0.6879 0.1111 -1.3952
H 0.2296 1.2180 -1.4943
O -0.3636 -0.1542 -4.4301
H -0.2372 -1.1005 -4.0305
H -0.9099 -0.4107 -5.2008
O 4.3693 -3.6431 1.9121
H 4.1633 -4.5893 2.0120
H 4.0676 -3.2565 1.1208
O -0.1916 2.1689 -2.9226
H 0.3117 2.7604 -3.5514
H -0.9178 1.7651 -3.5155
O 3.2745 0.2119 -1.5827
H 3.9394 0.9104 -1.7304
H 3.4791 -0.5985 -2.0316
O -2.3646 1.2352 0.7340
H -2.3422 2.1872 0.5766
H -1.4999 0.8283 0.4581
O -0.6188 4.1751 3.2655
H 0.2007 4.2103 3.7570
H -1.3431 3.8479 3.7933
O 0.8582 2.1988 1.8191
H 0.1930 2.7221 2.2968
H 0.3583 1.9999 1.0440
O -4.7644 -2.5254 2.4964
H -4.8695 -1.6537 2.0370
H -3.8194 -2.6601 2.3134
O -3.9384 -1.6075 -1.8382
H -4.6532 -1.4553 -1.2066
H -3.3523 -2.0016 -1.1526
O -0.7006 -2.5388 -1.1411
H 0.1500 -2.0647 -1.1772
H -1.0659 -1.8011 -0.6594
O -3.1639 1.4015 3.4837
H -3.4158 0.4395 3.5651
H -3.2152 1.5476 2.5144
O 3.2756 3.3610 3.7797
H 2.3269 3.0041 3.9087
H 3.2805 3.0761 2.8344
O 2.0427 -2.2412 3.3774
H 2.7518 -2.4063 2.7617
H 1.8265 -1.3528 3.0244
O -5.0539 1.5403 -0.7878
H -5.2847 0.7035 -1.1407
H -4.0867 1.4311 -0.6385

Calculated values
2S+1	1
frontier orbital gap	10.08	eV

=====

Q.
A cluster of 18 separate species, H36O18 in total. Source: the OMol25 dataset; level of theory: wB97M-V/def2-TZVPD.

CARTESIAN COORDINATES (ANGSTROEM)
O -1.2059 2.6249 1.1363
H -1.3604 1.7312 1.4581
H -1.2866 2.5499 0.1744
O 1.1119 -1.6459 -0.0619
H 1.1956 -0.8141 -0.5345
H 1.4010 -1.5598 0.8520
O 1.1505 -4.7938 -0.2906
H 0.7199 -3.9919 -0.6068
H 1.7733 -5.0789 -0.9635
O -1.7804 -2.2017 0.1608
H -2.0334 -2.7865 0.8778
H -0.8736 -1.8981 0.3135
O 4.0714 -0.6295 1.7152
H 3.3392 -0.0244 1.8849
H 4.3278 -0.4267 0.8097
O -3.7759 -1.1992 3.6384
H -3.2049 -1.6754 3.0301
H -4.3614 -1.8120 4.0874
O 2.2311 2.6953 -2.0945
H 1.3264 2.4705 -1.8599
H 2.5945 3.3142 -1.4550
O -4.8629 2.2341 -2.9583
H -4.1719 1.7798 -2.4745
H -5.1552 3.0328 -2.5184
O 1.3473 0.8054 2.3502
H 0.5409 1.1082 1.9405
H 1.8333 1.2505 3.0525
O -2.3010 -1.4040 -3.2287
H -2.1821 -2.3074 -3.5335
H -2.5744 -0.9872 -4.0572
O 3.4217 2.4150 3.5757
H 4.0574 1.7097 3.7168
H 3.7032 3.0611 2.9257
O 2.2886 5.0526 0.6554
H 1.4114 4.9447 0.2949
H 2.5846 5.8792 1.0283
O 3.8597 -0.2759 -2.7081
H 4.5528 -0.5620 -2.1104
H 3.6583 0.6498 -2.5449
O -0.3527 -1.0279 -5.6949
H 0.0810 -0.3365 -6.1932
H 0.0508 -1.8812 -5.8506
O -2.7589 1.4955 4.9970
H -2.2634 0.6748 5.0687
H -3.4759 1.3169 4.3807
O -0.9377 1.2491 -1.3612
H -1.3792 0.4580 -1.6853
H -0.6591 1.2100 -0.4545
O -1.2003 -4.3828 -3.3026
H -1.8037 -3.8273 -2.8174
H -0.6178 -4.9434 -2.7962
O -1.0346 -1.2900 3.2711
H -0.1354 -1.6070 3.4128
H -0.8850 -0.3425 3.3479

Calculated values
2S+1	1
frontier orbital gap	11.01	eV

=====

Least stable of them? P.

=====

P.
A cluster of 2 separate species, C4H14N2O in total. Source: the OMol25 dataset; level of theory: wB97M-V/def2-TZVPD.

CARTESIAN COORDINATES (ANGSTROEM)
C -1.4141 -0.5529 0.9613
C 0.0328 -0.2407 0.5806
C 0.3613 -0.6054 -0.8599
C -0.0317 -1.6971 -1.5046
N 1.4088 0.2118 -1.5557
N -1.5491 -0.6708 2.4865
H -2.0069 0.2942 0.6618
H -1.7355 -1.5040 0.5935
H 0.2504 0.8150 0.6871
H 0.7898 -0.7054 1.2257
H 0.3803 -1.9053 -2.4865
H -0.7945 -2.3249 -1.0714
H 1.5970 1.1837 -1.2191
H 1.1452 0.2832 -2.5372
H 2.2948 -0.2881 -1.4359
H -1.6247 -1.6655 2.7230
H -0.8016 -0.2609 3.0450
H -2.4337 -0.2550 2.8088
H 0.4976 3.3995 -0.8979
H 1.5721 3.1253 0.2144
O 1.0121 2.7098 -0.4516

Calculated values
2S+1	1
net charge	+2
frontier orbital gap	11.61	eV

=====

Q.
A cluster of 2 separate species, C4H14N2O in total. Source: the OMol25 dataset; level of theory: wB97M-V/def2-TZVPD.

CARTESIAN COORDINATES (ANGSTROEM)
C 0.5659 1.6269 -0.1191
C 0.0903 0.3140 0.5764
C -1.3673 -0.1194 0.4814
C -2.0634 -0.7228 -0.4813
N -2.7623 -2.0099 -0.1555
N 1.9105 1.9333 0.5204
H 0.8202 1.4890 -1.1762
H -0.1053 2.4618 0.0456
H 0.6429 -0.4366 0.0249
H 0.2614 0.3938 1.6348
H -1.7288 -0.4396 1.4649
H -2.0283 -0.5048 -1.5423
H -3.7223 -2.1264 -0.5094
H -2.3477 -2.9130 -0.4117
H -2.7877 -1.9622 0.8686
H 1.6188 2.0238 1.5060
H 2.5983 1.1783 0.4194
H 2.5009 2.7795 0.5098
H 2.5797 -1.6794 -0.8009
H 2.9724 -0.4849 -1.7595
O 2.3519 -0.8015 -1.0964

Calculated values
2S+1	1
net charge	+2
frontier orbital gap	10.79	eV

=====

Least stable of them? Q.